# 1
18
Properties=species:S:1:pos:R:3:forces:R:3 method="wB97M-V/def2-TZVPD" de_lowest_ev=1.562 orbital_gap_ev=9.752 multiplicity=1 smiles="CCN[C@@H](C)C=O" e_homo_ev=-8.70 total_charge=0 lumo_energy_ev=1.048
C 1.7318 1.9217 0.0698 -1.0146 0.1519 0.1896
C 0.3916 1.3918 -0.4653 0.2666 -0.2912 -0.3159
N 0.3933 -0.0663 -0.5401 0.2539 -0.6568 -0.0900
C -0.8374 -0.7430 -0.2080 -0.5123 0.6028 -0.5398
C -0.7709 -2.2502 -0.4880 0.4532 -0.2072 0.7484
C -1.2742 -0.4720 1.2344 0.0858 -0.0930 -0.1989
O -0.4846 -0.3789 2.1352 -0.0471 0.0665 0.1274
H 1.5949 2.1726 1.1244 0.3326 -0.1708 -0.0194
H 1.9837 2.8413 -0.4510 0.3356 -0.0354 -0.0383
H 2.5014 1.1616 -0.0382 0.2105 0.1871 -0.0933
H 0.2026 1.7723 -1.4768 0.0084 0.0492 0.1219
H -0.4242 1.7451 0.1638 -0.1137 0.1443 0.1533
H 1.1572 -0.4912 -0.0284 -0.0314 0.2633 0.1290
H -1.6157 -0.3380 -0.8680 -0.0140 0.1465 0.1764
H 0.2526 -2.5152 -0.7608 -0.1433 0.0385 -0.2711
H -0.9642 -2.8164 0.4222 -0.1652 -0.1108 0.0556
H -1.4745 -2.5844 -1.2413 0.0676 0.0582 -0.1874
H -2.3632 -0.3507 1.4161 0.0272 -0.1430 0.0526

# 2
38
Properties=species:S:1:pos:R:3:forces:R:3 method="wB97M-V/def2-TZVPD" de_lowest_ev=0.000 orbital_gap_ev=7.132 multiplicity=1 e_homo_ev=-5.18 total_charge=-1 lumo_energy_ev=1.957
Cl 2.3858 1.1349 1.9134 0.1259 0.2011 0.1871
C 0.8911 1.9293 2.1272 0.2247 0.7573 0.9668
C 0.8222 3.2659 2.3490 -0.4447 -0.9070 0.1072
Cl 2.2036 4.2627 2.4123 0.2207 0.2464 -0.0997
C -0.4794 3.9126 2.7285 0.2432 0.4445 0.1928
O -0.5397 4.9681 3.3445 -0.0178 -1.1476 -0.9048
C -1.6792 3.1380 2.2832 0.4920 -1.0162 0.3230
Cl -3.1550 3.9895 2.2731 -0.2543 0.1127 -0.1192
C -1.5865 1.7973 2.0939 -0.3877 0.8797 0.5625
Cl -2.9531 0.8223 1.8242 -0.3106 -0.0038 0.2017
C -0.3101 1.0604 2.3924 0.4120 -1.1542 -0.1805
O -0.2808 0.0388 3.0920 -0.0537 1.6818 -0.4207
C 1.8231 -3.6903 2.2499 -0.1942 -0.3428 -0.1124
C 2.2251 -2.4095 1.5744 -0.3873 0.2423 -0.1196
O 0.9980 -1.6859 1.3165 0.7859 -0.4083 -0.0253
C 1.0027 -0.8607 0.2543 -0.3448 0.9890 -0.9990
C -0.1342 0.0903 0.3505 0.2877 -0.5592 -1.1873
S -0.3869 1.1276 -1.0319 -0.5944 -0.5072 0.3975
C -0.7095 0.1474 -2.5092 0.0085 -0.3125 -0.2665
C 0.3291 -0.3501 -3.2982 0.0110 0.1342 0.0724
C 0.0341 -1.1545 -4.3994 0.1304 -0.2731 0.0686
C -1.2789 -1.5537 -4.6622 0.0083 0.3592 -0.0530
C -2.3178 -0.9887 -3.9170 0.1720 -0.1260 0.1125
C -2.0363 -0.1314 -2.8517 -0.0083 -0.1122 0.0780
O -1.6735 1.7508 -0.7765 0.1595 0.3781 -0.1285
O 0.7678 1.9481 -1.2919 0.0555 -0.0404 -0.0419
O 1.8303 -0.9047 -0.6551 -0.4844 -0.0814 1.0430
H 2.6889 -4.1801 2.6928 0.0473 -0.0626 0.0391
H 1.0735 -3.5091 3.0235 0.1477 0.0571 -0.0098
H 1.3849 -4.3603 1.5057 -0.0170 -0.0619 0.1411
H 2.8535 -1.7985 2.2335 -0.1327 0.0627 -0.1639
H 2.7510 -2.5940 0.6325 -0.0762 0.1282 0.1852
H -1.0664 -0.3866 0.6531 0.1991 0.1222 -0.1622
H 1.3597 -0.1205 -3.0225 -0.3336 -0.0078 -0.1355
H 0.8521 -1.4973 -5.0410 -0.2917 -0.0230 0.3062
H -1.4892 -2.2840 -5.4535 0.0676 0.4505 0.2469
H -3.3551 -1.2280 -4.1486 0.2207 0.0088 0.0550
H -2.8451 0.3039 -2.2616 0.3139 -0.1085 -0.1567

# 3
8
Properties=species:S:1:pos:R:3:forces:R:3 method="wB97M-V/def2-TZVPD" de_lowest_ev=1.873 orbital_gap_ev=9.755 multiplicity=1 smiles=COP(Br)Br e_homo_ev=-9.87 total_charge=0 lumo_energy_ev=-0.111
C 1.0451 1.5575 -0.1897 -0.5753 -1.3111 -0.8859
O 1.3328 0.2089 -0.0415 3.2715 -2.8550 2.0754
P 2.9651 -0.2007 0.9436 -3.1778 0.9100 -2.3221
Br 3.5807 -2.0010 -0.1918 -0.2468 0.2120 0.1576
Br 4.0854 1.3592 -0.1210 0.9094 0.1003 0.1661
H 1.1329 2.0407 0.7150 -0.5749 1.4420 2.2535
H 0.0640 1.5396 -0.6401 -0.3778 0.5934 0.0562
H 1.7534 2.0136 -0.8060 0.7718 0.9084 -1.5009

# 4
70
Properties=species:S:1:pos:R:3:forces:R:3 method="wB97M-V/def2-TZVPD" orbital_gap_ev="6.656 / 7.102" multiplicity=5 e_homo_ev="-6.26 / -9.18" total_charge=0 lumo_energy_ev="0.392 / -2.079"
C -1.6675 1.5032 2.7066 -1.4289 0.7286 0.6153
C -1.3261 2.0899 1.4566 -0.8706 1.5318 0.7087
C -2.3362 1.6373 0.4978 -1.5324 2.1165 -0.3238
H -0.4382 2.6934 1.3168 -0.6031 0.1155 0.0541
C -3.2124 0.7469 1.1559 -0.8510 0.4544 0.3773
C -2.7981 0.6523 2.5064 -1.4585 0.9323 0.9573
H -3.3038 -0.0058 3.2048 0.3824 0.4648 -0.1225
H -1.1206 1.6972 3.6124 -0.0545 -0.3308 0.0955
H -2.5203 1.9446 -0.5303 0.2474 0.0754 0.5975
H -4.0269 0.1871 0.7053 0.2156 0.2269 0.0686
Ir -1.0812 0.0714 1.0733 3.6503 -4.0948 -1.9318
Cl -0.9178 -1.6136 -0.4418 -0.3185 -1.2191 -1.3012
P -0.1844 1.3284 -1.0737 1.1559 0.8969 -2.6641
C -1.3600 1.9378 -2.3920 -0.6600 -0.2043 -0.6507
C -1.1718 3.1567 -3.0764 -0.1607 -0.2474 -0.0917
H -0.4010 3.8663 -2.7822 -0.2307 -0.2895 0.0046
C -1.9285 3.4866 -4.2050 -0.2370 -0.1908 0.3401
H -1.7411 4.4390 -4.6926 -0.0528 -0.1349 0.0130
C -2.9316 2.6344 -4.6635 0.2537 -0.0691 0.4230
H -3.5703 2.9451 -5.4937 0.2515 -0.2847 0.2047
C -3.1206 1.4105 -4.0068 -0.1549 0.1118 0.0832
H -3.9151 0.7508 -4.3689 0.3700 0.0904 0.2135
C -2.3501 1.0492 -2.8902 0.0711 0.4506 -0.1494
H -2.5223 0.0655 -2.4271 0.1957 0.5148 -0.1213
C 0.7697 2.9230 -0.9800 -0.4010 0.8297 -0.1759
C 0.1634 4.0723 -0.3848 0.5097 -0.3284 0.1648
H -0.8765 4.0825 -0.0069 0.8658 -0.2536 -0.1864
C 0.8936 5.2550 -0.2602 0.0915 -0.0129 -0.1729
H 0.5203 6.0518 0.3882 -0.0347 -0.1315 -0.4574
C 2.1083 5.4108 -0.9355 0.0536 -0.4370 0.0585
H 2.6849 6.3296 -0.8386 -0.2131 -0.1569 -0.0851
C 2.5950 4.3587 -1.7158 -0.2128 -0.2013 0.3195
H 3.5016 4.4685 -2.3034 -0.0898 0.0927 0.1115
C 1.9599 3.1092 -1.7094 -0.1278 0.3243 0.4065
H 2.3815 2.3056 -2.3176 -0.1157 0.2363 0.4087
C 0.8933 0.4155 -2.2426 0.5716 -0.4460 0.1724
C 0.8865 0.6655 -3.6267 0.3768 -0.1732 0.1827
H 0.1273 1.2913 -4.0941 0.2578 -0.2087 0.2252
C 1.8916 0.1389 -4.4396 -0.2670 -0.1961 0.3507
H 1.8476 0.3478 -5.5021 0.1344 -0.0833 0.0224
C 2.8962 -0.6563 -3.8913 -0.2467 0.1479 0.2258
H 3.6498 -1.0921 -4.5463 -0.0596 0.1423 0.2697
C 2.8957 -0.9142 -2.5139 -0.0001 -0.2328 -0.0973
H 3.6894 -1.5310 -2.0887 -0.2718 0.1204 -0.0854
C 1.8846 -0.4240 -1.6835 -0.0221 0.3442 -0.3992
H 1.8694 -0.6917 -0.6136 0.0239 0.2535 -0.5817
C 3.0285 -3.9471 3.2498 0.0974 0.0498 0.1424
C 1.7170 -4.4487 2.6545 0.0043 0.1013 -0.1110
C 0.4948 -3.5815 2.9985 0.0504 -0.3750 0.5764
C -0.8381 -4.3080 2.5961 -0.0921 0.2221 0.5288
C -0.8985 -4.7584 1.1478 -0.0479 0.0393 -0.4582
C 0.4098 -3.3153 4.5107 0.5000 -0.6314 1.3880
O 0.8797 -3.9932 5.4371 -1.0292 0.9747 -2.0846
N -0.3113 -2.1722 4.7863 -0.0793 -0.2037 -0.1596
C -0.9211 -1.2586 3.8933 -0.1195 -0.4547 0.9845
O -1.7272 -0.5119 4.4511 1.1049 -0.7431 -0.8384
N -0.4841 -1.3017 2.5664 -0.3597 -0.0233 2.6321
C 0.5524 -2.1967 2.3516 2.2402 0.4725 -2.0933
O 1.4916 -1.8748 1.6002 -1.8772 -0.6933 1.1917
H 3.2008 -2.8999 2.9668 0.0507 -0.3240 0.1587
H 3.8571 -4.5522 2.8673 -0.0677 0.1341 0.0554
H 3.0050 -4.0528 4.3420 0.1204 0.1480 -0.3186
H 1.8059 -4.4713 1.5589 -0.0746 -0.0961 0.3241
H 1.5331 -5.4720 3.0239 -0.0872 0.3297 -0.2182
H -0.9554 -5.1853 3.2605 0.1001 0.4224 -0.1834
H -1.6771 -3.6169 2.7998 0.2638 -0.3687 -0.0354
H -0.0920 -5.4619 0.9022 -0.2562 0.1564 0.0574
H -1.8588 -5.2585 0.9678 0.2162 0.0089 0.0453
H -0.8561 -3.9081 0.4484 0.1139 -0.3886 0.3445
H -0.6433 -2.0439 5.7334 0.2254 -0.0323 -0.0060